Computed, not measured: 2 unconnected molecules or ions with the total composition C3H9N4 at a distorted geometry, with the ωB97M-V functional and the def2-TZVPD basis.

XYZ file:
```
16
Properties=species:S:1:pos:R:3:forces:R:3
C 0.5715 0.8100 -0.0642 -0.4 -1.8 -0.5
C -0.5602 0.0835 0.1169 1.2 3.8 -0.8
C 1.9461 0.2207 -0.1718 -0.4 1.1 2.8
N -0.8611 -1.0877 -0.1378 -2.6 -5.3 -0.2
N -2.3825 1.1149 -0.0510 -1.0 -1.0 1.0
N -1.9616 -1.6797 -0.2389 0.3 2.5 0.4
N 2.0560 -1.1974 -0.0560 1.2 1.4 1.5
H 0.5516 1.8575 -0.0681 -0.3 1.4 0.0
H 2.6343 0.7499 -0.8363 -0.5 0.1 -0.6
H 2.2756 0.7266 0.8395 -0.1 -1.0 -1.1
H -2.8121 1.6001 0.8062 0.7 -1.6 -1.5
H -2.4340 1.8295 -0.7502 0.4 0.4 -0.7
H -2.0261 -2.6842 -0.3684 1.4 -0.3 -0.2
H -2.9555 0.2750 -0.4411 1.0 1.9 1.4
H 1.6361 -1.7002 -0.7756 -0.6 -0.9 -1.5
H 3.0438 -1.4037 0.0463 -0.3 -0.5 -0.1
```
Forces are in eV/Å.

* HOMO: -0.496 hartree
* E_LUMO: -5.449 eV
* electronic energy: -9206.332 eV
* energy above the lowest of the compared OMol25 structures with the same formula, charge and spin: 122.0 kcal/mol
* charge: +1
* gap between HOMO and LUMO: 8.04 eV

Computed, not measured: a gas-phase ion, C23H30N3O (charge +1), with the ωB97M-V functional and the def2-TZVPD basis.

XYZ file:
```
57
Properties=species:S:1:pos:R:3:forces:R:3
C -6.3846 -1.9105 0.5727 -0.1 0.0 0.0
C -5.0024 -1.4762 0.2057 0.1 0.1 0.0
C -4.1724 -2.3214 -0.5248 0.0 0.1 0.1
C -2.8973 -1.9319 -0.8869 0.0 0.2 0.0
C -2.4259 -0.6807 -0.5083 -0.4 -0.2 0.2
C -3.2475 0.1805 0.2062 0.2 -0.1 -0.1
C -4.5227 -0.2206 0.5594 0.0 -0.1 -0.1
H -5.1543 0.4547 1.1164 -0.1 0.1 0.1
H -2.8837 1.1600 0.4809 0.1 0.1 0.0
N -1.1321 -0.2354 -0.8876 -0.1 0.4 -0.4
C 0.0636 -0.7459 -0.5936 -0.1 -0.2 0.3
O 1.0752 -0.1971 -1.0480 0.1 0.0 -0.4
C 0.1356 -1.9334 0.3365 0.2 -0.2 -0.2
C 1.2879 -2.9037 -0.0019 -0.3 0.2 0.1
N 2.5734 -2.2870 0.1364 0.2 -0.2 0.1
C 3.5550 -2.2517 -0.9097 -0.1 -0.2 0.0
H 3.0443 -2.2964 -1.8722 0.0 0.0 0.0
H 4.2640 -3.0938 -0.8546 0.0 0.1 -0.1
C 4.3327 -0.9184 -0.7816 0.3 -0.4 -0.3
N 3.4817 0.0090 -0.0164 -0.4 -0.1 -0.3
C 3.4232 -0.4210 1.3945 -0.1 -0.3 0.6
H 2.6376 0.1516 1.8884 0.0 0.0 -0.1
H 4.3773 -0.2043 1.8803 0.0 0.1 -0.1
C 3.1100 -1.9385 1.4174 0.1 0.1 -0.1
H 2.3960 -2.1697 2.2061 0.0 0.0 0.0
H 4.0287 -2.5070 1.6232 -0.1 0.0 0.1
C 3.7995 1.4552 -0.1585 0.0 0.5 -0.1
C 2.5997 2.2522 0.2589 0.0 0.2 -0.2
C 1.6248 2.5263 -0.6090 0.6 -0.1 0.2
C 0.3233 3.1060 -0.3241 -0.6 0.2 0.1
C -0.0410 3.6031 0.9285 0.1 -0.1 -0.1
C -1.3190 4.0790 1.1515 0.0 0.0 0.1
C -2.2612 4.0628 0.1345 0.0 0.0 -0.1
C -1.9138 3.5786 -1.1167 -0.1 0.0 0.0
C -0.6335 3.1101 -1.3441 0.2 0.0 0.1
H -0.3593 2.7503 -2.3268 0.1 0.0 -0.1
H -2.6406 3.5722 -1.9152 -0.1 0.0 -0.1
H -3.2586 4.4336 0.3139 -0.1 0.0 0.0
H -1.5837 4.4669 2.1234 0.0 0.0 0.1
H 0.6813 3.6320 1.7294 0.1 0.0 0.1
H 1.7681 2.2408 -1.6437 0.1 -0.1 -0.1
H 2.5288 2.5217 1.3009 -0.1 0.0 0.2
H 4.6810 1.6903 0.4422 0.0 -0.1 -0.1
H 4.0237 1.6433 -1.2100 0.0 -0.1 0.1
H 2.4853 -0.1396 -0.4212 0.4 0.1 0.3
H 4.5349 -0.4991 -1.7668 0.0 0.1 0.1
H 5.2822 -1.0535 -0.2592 0.0 0.1 0.0
H 1.1909 -3.7835 0.6496 0.0 0.0 -0.1
H 1.1815 -3.2404 -1.0339 0.0 -0.1 0.0
H 0.2853 -1.5337 1.3438 -0.1 0.0 0.1
H -0.8084 -2.4733 0.3380 0.0 0.0 0.1
H -1.1037 0.6469 -1.3920 0.1 -0.2 0.1
H -2.2766 -2.5870 -1.4805 0.1 -0.1 -0.1
H -4.5352 -3.2934 -0.8233 0.0 -0.1 0.0
H -6.3702 -2.9069 1.0098 -0.1 0.0 0.1
H -7.0110 -1.9506 -0.3179 -0.1 0.0 0.0
H -6.8376 -1.2216 1.2799 -0.1 0.0 0.1
```
Forces are in eV/Å.

* HOMO: -0.418 hartree
* E_LUMO: -2.289 eV
* electronic energy: -30850.305 eV
* energy above the lowest of the compared OMol25 structures with the same formula, charge and spin: 0.9 kcal/mol
* charge: +1
* gap between HOMO and LUMO: 9.07 eV

The highest HOMO belongs to which entry?
C23H30N3O

What is the formula in the first record?
C3H9N4

The highest E_LUMO belongs to which entry?
C23H30N3O